Entry from the Open Molecules 2025 dataset: a 14-piece molecular cluster, C50H138N10O17 overall at a distorted geometry (ωB97M-V/def2-TZVPD).

Element x y z (Å)
C  20.25454  -13.98617  15.60045
O  20.45013  -14.81503  16.76714
H  20.76863  -14.39358  14.72992
H  19.19493  -13.97086  15.34535
H  20.70061  -13.00004  15.72951
H  20.09072  -14.32121  17.50780
C  25.03657  -17.25615  9.33821
O  26.09274  -16.32249  9.28522
H  25.34279  -18.05629  8.66434
H  24.83505  -17.76977  10.27825
H  24.16403  -16.73184  8.94852
H  25.86032  -15.57411  9.83975
C  22.14133  -13.23734  6.78086
O  21.05795  -12.62994  7.36518
H  22.76257  -12.45207  6.35015
H  22.79561  -13.63387  7.55725
H  21.99581  -14.05590  6.07595
H  20.52940  -13.27631  7.83893
C  21.70591  -18.08433  16.12213
O  20.85839  -17.39460  15.24215
H  21.29309  -18.93180  16.66937
H  22.53586  -18.55876  15.59848
H  22.10071  -17.33587  16.80917
H  20.65995  -16.55163  15.65640
C  26.59197  -13.59794  20.87643
O  25.71458  -13.72203  19.75160
C  24.39712  -13.97730  20.18240
C  23.36527  -13.93006  18.99538
N  23.43543  -15.00281  17.99324
C  24.81362  -15.04193  17.39011
C  24.83511  -15.89566  16.11332
O  24.02486  -15.29350  15.14951
C  23.75832  -16.08598  13.96703
H  27.53315  -13.12965  20.58837
H  26.77373  -14.54035  21.39306
H  26.14903  -12.89355  21.58052
H  24.00881  -13.18447  20.82173
H  24.31176  -14.86574  20.80809
H  23.38463  -12.94162  18.53634
H  22.35361  -14.01228  19.39274
H  22.82699  -14.82568  17.20678
H  25.58105  -15.53504  17.98676
H  25.13383  -14.05238  17.06397
H  24.45326  -16.88929  16.34783
H  25.85369  -16.09722  15.78171
H  22.85120  -15.69310  13.50782
H  23.69487  -17.15948  14.14505
H  24.54334  -15.94614  13.22388
C  30.32821  -17.72062  10.56597
O  29.87911  -16.40950  10.81297
C  30.08844  -15.52778  9.64437
C  29.42167  -14.15209  9.94155
N  28.04176  -14.19056  9.61444
C  27.43429  -12.89457  9.94495
C  25.91020  -13.05146  9.93684
O  25.48466  -14.11861  10.73127
C  24.03797  -14.17066  10.85327
H  31.30166  -17.71417  10.07563
H  29.61376  -18.26017  9.94424
H  30.43285  -18.26880  11.50226
H  29.65900  -15.93459  8.72885
H  31.14775  -15.39779  9.42287
H  29.90375  -13.33170  9.40989
H  29.53095  -13.92172  11.00131
H  27.61084  -14.95921  10.10798
H  27.79005  -12.17711  9.20550
H  27.67743  -12.35990  10.86316
H  25.55899  -13.14882  8.90958
H  25.48522  -12.11675  10.30263
H  23.62823  -15.13725  11.14638
H  23.49316  -13.89551  9.95017
H  23.79840  -13.42949  11.61575
C  21.34119  -24.04904  -1.88168
O  20.52501  -23.97686  -0.66912
C  20.62507  -22.73982  0.00323
C  19.70445  -22.63716  1.23551
N  19.71916  -21.31664  1.85352
C  19.31121  -21.35394  3.23199
C  19.25495  -19.97574  3.91328
O  18.05456  -19.25809  3.69870
C  18.12218  -17.89456  4.16958
H  22.41353  -24.04673  -1.68627
H  20.96457  -23.35230  -2.63055
H  21.22937  -25.06533  -2.25949
H  20.37440  -21.89996  -0.64477
H  21.65421  -22.51574  0.28389
H  19.94493  -23.44428  1.92748
H  18.68977  -22.96419  1.00840
H  19.01287  -20.78538  1.36461
H  20.06037  -21.88857  3.81597
H  18.31436  -21.78132  3.34030
H  20.11266  -19.39587  3.57245
H  19.54700  -20.13190  4.95175
H  17.53239  -17.25008  3.51775
H  19.09523  -17.41877  4.29160
H  17.67772  -17.87949  5.16473
C  19.57801  -8.85920  7.91358
C  18.82594  -9.87833  8.66702
C  17.62229  -9.39371  9.49614
O  18.15056  -8.44571  10.47286
C  17.09896  -7.90457  11.25108
N  18.31202  -10.88264  7.71921
H  18.95977  -8.42957  7.12535
H  20.44763  -9.31252  7.43779
H  19.93939  -8.06012  8.56087
H  19.48812  -10.42804  9.33593
H  17.15169  -10.15260  10.12121
H  16.99798  -8.83779  8.79665
H  16.29360  -8.59713  11.49576
H  16.73499  -7.06679  10.65631
H  17.52990  -7.48296  12.15918
H  17.83591  -11.58201  8.27086
H  19.09453  -11.48455  7.50597
C  19.72827  -16.15582  7.08361
C  19.56847  -15.70743  8.58597
C  20.75698  -16.12641  9.48896
O  20.42421  -15.97625  10.89175
C  20.96147  -16.91168  11.75510
N  19.32783  -14.26413  8.62912
H  18.94758  -15.69684  6.47702
H  19.63394  -17.23788  6.99228
H  20.65731  -15.80673  6.63292
H  18.69494  -16.09039  9.11359
H  21.65091  -15.55454  9.24003
H  20.90157  -17.19435  9.32554
H  20.57345  -17.91874  11.60226
H  20.71558  -16.56447  12.75863
H  22.02134  -17.13480  11.63269
H  18.34071  -14.15456  8.44559
H  19.35940  -13.95750  9.59093
C  21.08081  -20.09105  8.98690
C  22.50178  -19.81368  9.56891
C  22.69753  -20.31508  11.03435
O  23.96776  -19.85585  11.55738
C  24.17534  -20.24415  12.90203
N  23.37164  -20.54057  8.64908
H  21.02053  -19.89217  7.91690
H  20.30208  -19.58463  9.55718
H  20.84164  -21.15368  9.02827
H  22.73392  -18.74880  9.58415
H  22.76251  -21.40117  11.09983
H  21.87266  -20.01591  11.68102
H  23.44900  -19.77686  13.56699
H  25.13956  -19.80703  13.16144
H  24.17360  -21.32611  13.03415
H  23.15860  -21.52739  8.61887
H  24.26595  -20.64037  9.10770
C  17.43064  -18.59399  9.62480
C  15.96222  -18.46664  9.24799
C  15.35664  -19.74669  8.68542
O  15.91073  -20.17292  7.42402
C  15.41715  -19.56084  6.26792
N  15.16659  -18.09280  10.40863
H  17.91598  -18.65350  8.65064
H  17.54959  -19.48822  10.23661
H  17.82522  -17.81828  10.28107
H  15.87809  -17.65667  8.52344
H  14.27460  -19.84571  8.59896
H  15.60522  -20.53968  9.39074
H  14.32867  -19.59990  6.22575
H  15.68591  -19.92820  5.27751
H  15.64990  -18.49635  6.23966
H  15.36491  -17.10987  10.52950
H  14.21407  -17.98291  10.09125
C  15.76107  -12.69421  10.99176
C  15.21567  -14.05601  10.43134
C  15.11692  -14.12980  8.88790
O  16.44784  -13.95679  8.37074
C  16.53380  -14.08679  6.98904
N  16.05626  -15.08231  10.97581
H  16.83503  -12.51505  11.04290
H  15.46573  -12.50575  12.02392
H  15.29215  -11.90097  10.40953
H  14.21245  -14.16761  10.84269
H  14.48429  -13.32271  8.51847
H  14.57304  -15.04758  8.66433
H  17.49116  -13.72679  6.61227
H  15.75784  -13.50706  6.48914
H  16.31535  -15.12428  6.73606
H  16.15913  -15.02782  11.97907
H  17.00096  -14.99936  10.62831
C  21.11309  -12.45720  11.02584
C  20.14695  -12.84521  12.14222
C  19.50186  -11.62371  12.89536
O  20.42050  -10.94437  13.73180
C  19.93793  -10.03722  14.65023
N  19.21413  -13.73717  11.49088
H  20.63655  -11.79867  10.29965
H  21.42646  -13.36445  10.50932
H  22.00767  -11.94286  11.37698
H  20.76790  -13.41410  12.83422
H  18.69488  -12.07638  13.47155
H  18.94786  -11.02011  12.17644
H  19.31035  -10.39328  15.46721
H  19.31111  -9.23517  14.26047
H  20.78400  -9.60089  15.18116
H  19.63788  -14.64067  11.33525
H  18.59897  -13.99426  12.24956
C  21.43429  -22.64808  13.71704
C  19.86253  -22.56913  13.73472
C  19.33567  -21.78848  12.52146
O  19.64483  -20.44792  12.55065
C  19.00180  -19.60511  13.49275
N  19.33498  -23.90998  13.69675
H  21.82556  -23.40981  14.39141
H  21.88895  -21.69410  13.98405
H  21.85556  -22.77823  12.72020
H  19.45971  -22.16684  14.66423
H  18.25207  -21.85146  12.42178
H  19.71445  -22.19781  11.58493
H  19.18914  -19.95198  14.50896
H  17.92652  -19.48065  13.36473
H  19.35345  -18.57420  13.45191
H  18.35338  -23.73382  13.85650
H  19.59453  -24.40399  14.53859

M = 1151.707 Da
2S+1 = 1
E_HOMO = -8.5 eV

Entry from the Open Molecules 2025 dataset: C50H147N25O8P8 as an isolated structure at a distorted geometry (ωB97M-V/def2-TZVPD).

Element x y z (Å)
O  -12.98433  -16.31123  10.95272
P  -14.05303  -16.09600  9.97743
N  -14.78034  -17.56969  9.47415
C  -14.72289  -18.82894  10.32948
C  -15.76806  -17.58204  8.36745
N  -13.48535  -15.31760  8.55382
C  -12.85282  -16.07563  7.44137
C  -13.12830  -13.94376  8.57404
N  -15.33978  -15.16712  10.48655
C  -15.57447  -14.91908  11.94048
C  -16.39749  -14.81088  9.52766
H  -13.85277  -18.82665  10.98596
H  -14.78956  -19.74917  9.74908
H  -15.60125  -18.88592  10.97238
H  -16.79758  -17.45596  8.70258
H  -15.65371  -18.55600  7.89162
H  -15.52140  -16.83236  7.61562
H  -13.67155  -16.47032  6.83970
H  -12.24607  -15.42709  6.80945
H  -12.35789  -16.96477  7.83202
H  -12.05321  -13.82450  8.43971
H  -13.65214  -13.32540  7.84512
H  -13.22697  -13.53321  9.57894
H  -14.92330  -14.17035  12.39158
H  -16.55429  -14.45036  12.03204
H  -15.48783  -15.88955  12.42913
H  -17.30776  -15.39918  9.64347
H  -16.07876  -14.93566  8.49278
H  -16.75333  -13.80227  9.73784
O  -8.58920  -11.87249  9.37989
P  -8.30510  -13.20818  8.80590
N  -7.35100  -14.21782  9.76443
C  -6.63202  -13.71523  10.96173
C  -7.53900  -15.68132  9.71785
N  -7.36590  -13.15994  7.36938
C  -7.17166  -11.83801  6.75042
C  -6.90491  -14.37841  6.65257
N  -9.82534  -14.02455  8.46842
C  -10.69525  -14.41699  9.56534
C  -10.61330  -13.53107  7.41885
H  -5.56579  -13.92912  10.88750
H  -6.99030  -14.25250  11.83985
H  -6.88172  -12.66489  11.11185
H  -8.03922  -16.14563  10.56774
H  -6.57507  -16.18526  9.64731
H  -8.04858  -16.06226  8.83281
H  -7.72327  -11.67909  5.82383
H  -7.37438  -11.02508  7.44767
H  -6.11992  -11.78671  6.46877
H  -6.24427  -15.02224  7.23324
H  -7.76419  -14.90824  6.24148
H  -6.33907  -14.11266  5.75965
H  -10.09002  -14.86795  10.35175
H  -11.02491  -13.50807  10.06863
H  -11.57584  -14.94524  9.19984
H  -11.38036  -14.28890  7.25940
H  -10.03776  -13.56547  6.49383
H  -10.92028  -12.50590  7.62594
O  -9.54644  -17.68676  3.99969
P  -10.33880  -17.53442  5.27736
N  -10.76078  -19.12935  5.87103
C  -11.75625  -19.30466  6.92073
C  -10.09058  -20.34044  5.46380
N  -11.70206  -16.51956  5.19879
C  -12.87628  -17.02842  4.49910
C  -11.43109  -15.08284  4.93901
N  -9.45468  -16.86788  6.62067
C  -9.98384  -16.53429  7.95124
C  -7.98527  -16.81122  6.53394
H  -12.43189  -20.15740  6.85428
H  -12.32774  -18.39670  7.11336
H  -11.21412  -19.37529  7.86371
H  -10.73134  -21.22177  5.49225
H  -9.15530  -20.56775  5.97537
H  -9.81090  -20.10897  4.43603
H  -13.80808  -16.50801  4.72054
H  -12.73106  -17.07390  3.41978
H  -12.99379  -18.03599  4.89797
H  -10.85532  -15.06218  4.01372
H  -12.35771  -14.51686  4.84337
H  -10.94462  -14.58261  5.77641
H  -11.06574  -16.54816  8.08318
H  -9.50585  -17.07907  8.76540
H  -9.63131  -15.50867  8.06057
H  -7.73454  -15.87523  7.03311
H  -7.58930  -16.74486  5.52058
H  -7.63189  -17.74799  6.96487
O  -12.86913  -8.10767  1.49995
P  -12.88537  -7.68305  2.95498
N  -12.42038  -6.07616  3.24728
C  -11.23758  -5.44975  2.64075
C  -13.43776  -4.97949  3.49224
N  -11.78375  -8.54814  3.94495
C  -11.31751  -7.95953  5.16550
C  -11.50738  -9.93451  3.77957
N  -14.33841  -7.94110  3.86286
C  -14.47914  -8.18349  5.27531
C  -15.60117  -8.28664  3.06713
H  -10.79515  -4.78543  3.38306
H  -11.55459  -4.87788  1.76865
H  -10.51970  -6.25911  2.50773
H  -13.94609  -4.66082  2.58221
H  -13.02546  -4.08368  3.95661
H  -14.24457  -5.27467  4.16308
H  -11.58094  -8.61911  5.99234
H  -10.23014  -7.88395  5.16882
H  -11.72025  -6.95511  5.29615
H  -10.59362  -10.19318  4.31458
H  -12.29509  -10.59550  4.14111
H  -11.32977  -10.07944  2.71395
H  -14.09086  -9.19564  5.38888
H  -13.80869  -7.57580  5.88303
H  -15.52077  -8.19124  5.59630
H  -15.23854  -8.68201  2.11829
H  -16.13922  -7.37912  2.79326
H  -16.22896  -9.05343  3.52101
O  -13.68919  -14.63329  5.33822
P  -14.19440  -13.23135  5.39466
N  -15.79269  -13.02915  5.94931
C  -15.94041  -13.28021  7.39310
C  -16.95646  -13.41349  5.12531
N  -14.04108  -12.38480  3.89679
C  -14.88792  -11.20575  3.56433
C  -12.88387  -12.57664  3.06140
N  -13.35641  -12.24308  6.44557
C  -12.08917  -12.77279  6.99380
C  -13.53213  -10.79920  6.57595
H  -15.34347  -12.75077  8.13570
H  -15.79980  -14.34086  7.60130
H  -16.99115  -13.14746  7.65078
H  -17.92689  -13.18442  5.56560
H  -16.90003  -14.48330  4.92424
H  -16.95803  -13.03096  4.10462
H  -15.38632  -11.19231  2.59505
H  -15.57802  -10.84444  4.32677
H  -14.21520  -10.35332  3.46998
H  -12.68969  -11.70585  2.43520
H  -12.06770  -12.79865  3.74890
H  -13.03425  -13.30476  2.26433
H  -11.26413  -12.14441  6.65832
H  -12.23459  -12.74647  8.07373
H  -11.85866  -13.81740  6.78461
H  -13.15161  -10.42048  7.52456
H  -14.60862  -10.63034  6.54879
H  -13.14358  -10.24675  5.72040
O  -20.48023  -17.14145  7.98231
P  -20.25695  -15.66712  8.07345
N  -19.03749  -14.98117  7.10239
C  -17.99227  -15.85056  6.63244
C  -19.10297  -13.57166  6.75998
N  -19.85904  -15.11778  9.70392
C  -19.52221  -13.70702  10.09595
C  -19.26140  -16.05004  10.66136
N  -21.69816  -14.73028  7.71795
C  -22.19767  -14.73523  6.31186
C  -22.70073  -14.57297  8.68931
H  -18.39560  -16.73183  6.13366
H  -17.47300  -16.11892  7.55246
H  -17.37097  -15.28561  5.93751
H  -20.07956  -13.17652  6.48028
H  -18.42566  -13.37943  5.92788
H  -18.72428  -13.12254  7.67813
H  -18.50490  -13.42732  9.82216
H  -20.26454  -13.06033  9.62814
H  -19.62816  -13.56713  11.17173
H  -18.41121  -15.61520  11.18690
H  -20.07375  -16.29643  11.34509
H  -18.88337  -16.91581  10.11763
H  -22.60978  -13.76994  6.01784
H  -21.42285  -15.06910  5.62173
H  -22.99534  -15.45979  6.14805
H  -22.91161  -15.55356  9.11601
H  -23.65623  -14.26422  8.26530
H  -22.57396  -13.89291  9.53166
O  -16.83809  -12.62901  8.93003
P  -16.94467  -11.37075  9.71099
N  -18.39597  -11.13346  10.53413
C  -18.56697  -12.11044  11.63292
C  -19.66707  -10.96297  9.79906
N  -16.75559  -9.95323  8.75804
C  -15.89190  -9.88989  7.63127
C  -17.17267  -8.62244  9.20536
N  -15.66661  -11.09164  10.82604
C  -15.58973  -9.92249  11.79953
C  -14.37775  -11.83286  10.65134
H  -18.50496  -13.10721  11.19621
H  -19.49295  -11.90549  12.17018
H  -17.74271  -12.07273  12.34513
H  -20.46779  -10.52905  10.39793
H  -20.12045  -11.85607  9.36904
H  -19.51196  -10.15788  9.08080
H  -14.95839  -9.51965  8.05503
H  -15.62376  -10.86509  7.22485
H  -16.15182  -9.26929  6.77370
H  -18.03561  -8.26806  8.64156
H  -17.44665  -8.71293  10.25648
H  -16.33233  -7.93257  9.28276
H  -16.54745  -9.76995  12.29714
H  -14.83105  -10.10129  12.56145
H  -15.39967  -8.99610  11.25751
H  -13.63906  -11.09720  10.33316
H  -14.60586  -12.57599  9.88726
H  -14.15163  -12.42867  11.53563
O  -20.10965  -11.56036  0.64502
P  -19.14333  -10.43278  0.54826
N  -19.58077  -8.94227  1.17343
C  -20.79822  -8.86888  2.01486
C  -18.87602  -7.68871  0.98051
N  -18.68028  -10.19562  -1.11322
C  -19.50233  -9.39232  -1.98436
C  -18.14393  -11.39213  -1.79937
N  -17.62248  -10.82104  1.33361
C  -16.48569  -9.92681  1.44794
C  -17.57947  -11.95664  2.34044
H  -20.90735  -7.92067  2.54126
H  -20.82532  -9.66140  2.76271
H  -21.63999  -8.97823  1.33107
H  -18.34385  -7.48333  1.90933
H  -19.62481  -6.91984  0.79014
H  -18.19256  -7.73478  0.13266
H  -19.05670  -9.11248  -2.93894
H  -20.38775  -10.00264  -2.16227
H  -19.77343  -8.46728  -1.47555
H  -17.46267  -11.05363  -2.58001
H  -17.61815  -12.07399  -1.13100
H  -18.86406  -12.07067  -2.25665
H  -15.58934  -10.41346  1.83243
H  -16.20055  -9.47281  0.49890
H  -16.77740  -9.05271  2.03014
H  -16.59414  -12.40403  2.47110
H  -18.24496  -12.78268  2.08969
H  -18.03855  -11.64223  3.27771
C  -14.01113  -15.36390  2.69436
C  -14.23282  -16.76701  2.59769
N  -14.42057  -17.93401  2.63800
H  -13.96880  -14.84518  1.73664
H  -13.03388  -15.17151  3.13718
H  -14.72346  -15.00517  3.43732

M = 1474.685 Da
2S+1 = 1
E_HOMO = -7.0 eV

> The lowest E_HOMO belongs to which entry?

C50H138N10O17